*a*
This record from the Open Molecules 2025 dataset describes C5H7NO4 as an isolated structure. The level of theory is ωB97M-V/def2-TZVPD.

The HOMO-LUMO gap comes out at 0.3773 Eh.

Each line ends with the natural charge from an NBO analysis.
CARTESIAN COORDINATES (ANGSTROEM)
O: 0.6282 1.3313 -2.8344  -0.51
C: 0.2534 1.1636 -1.7146  0.81
O: -1.0080 1.2681 -1.2535  -0.48
C: -0.5858 1.0558 0.1379  0.10
C: -1.3467 -0.0993 0.7518  -0.26
N: -0.9433 -1.3429 0.1219  -0.87
C: 1.3690 -0.6589 -0.2975  0.82
O: 1.7741 -1.2883 -1.2440  -0.51
C: 0.8458 0.7634 -0.3715  -0.49
H: -0.7031 1.9801 0.7129  0.20
H: -1.0615 -0.1398 1.8133  0.19
H: -2.4288 0.1061 0.7113  0.22
H: -1.7132 -1.9565 -0.1204  0.39
H: 1.6109 1.4620 -0.0077  0.26
H: -0.1972 -1.8956 0.8199  0.41
O: 1.7252 -1.2315 1.0636  -0.76
H: 1.7813 -0.5175 1.7111  0.47

---

*b*
This record from the Open Molecules 2025 dataset describes C5H7NO4 as an isolated structure. The level of theory is ωB97M-V/def2-TZVPD.

The HOMO-LUMO gap comes out at 0.3865 Eh.

Each line ends with the natural charge from an NBO analysis.
CARTESIAN COORDINATES (ANGSTROEM)
C: 2.2916 2.3775 -1.0352  -0.19
C: 0.5757 0.9573 -0.1561  0.76
C: 0.6658 -0.4555 0.1384  -0.14
C: -0.0727 -1.2527 -1.0154  -0.05
C: -1.3895 -1.3598 0.7855  0.86
H: 3.2633 2.2836 -0.3177  0.18
H: 2.8045 2.6785 -2.1696  0.20
H: 1.8198 3.0264 -0.6359  0.15
H: 1.5103 -0.6829 0.3891  0.21
H: 0.4223 -2.4074 -1.4848  0.18
H: 0.1460 -0.6413 -1.8405  0.20
H: -0.2752 -0.7669 2.1249  0.39
N: -0.2331 -0.9658 1.2913  -0.57
O: 1.3172 1.3688 -1.1719  -0.53
O: -0.0436 1.7657 0.6254  -0.55
O: -1.3938 -1.4225 -0.6068  -0.48
O: -2.4404 -1.5034 1.4772  -0.62

---

Energetically preferred structure: *a* | next structure: +3.935 eV